# 1
Formula: C3H4N4
Source: the Open Molecules 2025 dataset
Level of theory: wB97M-V/def2-TZVPD

Structure (XYZ):
```
11
Properties=species:S:1:pos:R:3:forces:R:3
N 0.120 -1.049 -0.069 2.68 2.85 -1.11
N 0.973 1.054 0.031 -0.94 -0.57 0.58
N 1.496 -0.938 -0.077 1.03 -5.86 0.75
N 1.969 0.170 0.086 1.29 1.44 -0.66
C -0.170 0.226 -0.075 -0.43 0.54 1.33
C -2.588 -0.340 0.173 1.68 5.76 -2.66
C -1.540 0.570 -0.137 -2.71 -2.23 1.75
H -1.691 1.601 -0.263 -0.92 1.19 -0.68
H -3.527 0.439 -0.279 1.68 -3.79 2.14
H 1.358 1.926 0.446 -1.90 -0.37 -0.67
H -2.254 -1.355 0.541 -1.46 1.04 -0.77
```
Positions in Å, forces in eV/Å.

Computed properties:
Calculated total energy (a.u.): -335.58356
Gap between HOMO and LUMO (eV): 9.502
2S+1: 1
Largest force on an atom (eV/A): 6.56
M (g mol⁻¹): 96.093
SMILES string: C=Cc1nnn[nH]1
E_HOMO (eV): -9.540

Atom charges from the Mulliken analysis, given in e for atoms 1 to 6:
1 N -0.180
2 N 0.036
3 N -0.328
4 N -0.278
5 C 0.401
6 C -0.606

# 2
Formula: C3H4N4O
Source: the Open Molecules 2025 dataset
Level of theory: wB97M-V/def2-TZVPD

Structure (XYZ):
```
12
Properties=species:S:1:pos:R:3:forces:R:3
O 1.739 1.382 -0.062 1.01 -2.26 0.36
N -0.475 1.469 0.152 1.49 0.96 -0.04
N 0.608 2.094 0.042 -2.46 -1.05 0.45
N 0.421 -0.803 0.136 2.92 2.55 -0.24
N 2.864 -0.662 0.069 -2.65 2.63 -0.61
C -1.908 -0.372 0.008 -6.75 -0.58 -1.59
C 1.712 -0.034 0.091 2.18 -3.97 -0.50
C -0.538 0.020 0.121 0.54 0.32 -0.43
H -2.438 -0.523 1.174 1.38 0.50 -3.76
H 2.854 -1.669 -0.157 -0.79 0.72 0.82
H -2.425 -1.520 -0.937 2.19 3.22 3.17
H -2.414 0.618 -0.636 0.95 -3.05 2.38
```
Positions in Å, forces in eV/Å.

Computed properties:
Calculated total energy (a.u.): -410.74940
Gap between HOMO and LUMO (eV): 9.110
2S+1: 1
Largest force on an atom (eV/A): 6.96
M (g mol⁻¹): 112.092
E_HOMO (eV): -10.099

Atom charges from the Mulliken analysis, given in e for atoms 1 to 6:
1 O -0.104
2 N -0.214
3 N -0.003
4 N -0.425
5 N -0.649
6 C -0.689

# 3
Formula: C3H4N4O
Source: the Open Molecules 2025 dataset
Level of theory: wB97M-V/def2-TZVPD

Structure (XYZ):
```
12
Properties=species:S:1:pos:R:3:forces:R:3
O 1.353 -1.236 1.409 -4.51 1.64 -1.27
N -0.006 0.173 -0.140 -1.32 0.10 0.77
N -0.958 -0.588 1.733 -0.06 -0.90 1.47
N -1.373 0.652 -0.081 4.26 -4.65 1.33
N 0.598 0.474 -1.315 0.45 -1.10 0.93
C 0.231 -0.726 1.119 3.45 0.80 -1.68
C -1.746 0.207 1.093 -0.56 -0.34 0.53
C 1.694 -0.135 -1.508 2.64 -1.40 -0.77
H 2.296 -0.959 -0.811 -2.07 2.41 -1.64
H -1.543 1.502 -0.440 -0.78 3.63 -1.69
H -2.682 0.504 1.451 -1.32 0.25 0.72
H 2.137 0.132 -2.510 -0.19 -0.46 1.28
```
Positions in Å, forces in eV/Å.

Computed properties:
Calculated total energy (a.u.): -410.87466
Gap between HOMO and LUMO (eV): 9.588
2S+1: 1
Largest force on an atom (eV/A): 6.44
M (g mol⁻¹): 112.092
SMILES string: C=Nn1[nH]cnc1=O
E_HOMO (eV): -9.134

Atom charges from the Mulliken analysis, given in e for atoms 1 to 6:
1 O -0.573
2 N 0.663
3 N -0.534
4 N -0.255
5 N -0.784
6 C 0.540

# 4
Formula: C3H4N4O
Source: the Open Molecules 2025 dataset
Level of theory: wB97M-V/def2-TZVPD

Structure (XYZ):
```
12
Properties=species:S:1:pos:R:3:forces:R:3
O -3.327 0.006 0.311 4.71 -3.86 -3.46
N -2.380 -0.777 -0.342 -3.39 4.70 3.65
N 0.701 1.078 -0.316 2.41 2.94 3.23
N 0.089 -0.999 -0.389 -2.23 -4.14 3.38
N 2.487 -0.474 0.259 -4.66 -0.52 -1.81
C -0.681 1.106 0.011 1.92 1.51 -2.79
C 1.204 -0.194 -0.174 3.89 -2.03 2.24
C -1.127 -0.172 -0.232 0.69 -0.70 0.65
H -0.887 2.197 -0.154 -1.58 -1.48 0.80
H 2.575 -1.538 0.334 -0.24 1.83 -0.25
H 1.386 1.855 0.174 -2.32 -2.46 -1.91
H -0.039 -2.088 0.518 0.80 4.22 -3.73
```
Positions in Å, forces in eV/Å.

Computed properties:
Calculated total energy (a.u.): -410.74261
Gap between HOMO and LUMO (eV): 6.881
2S+1: 1
Largest force on an atom (eV/A): 7.00
M (g mol⁻¹): 112.092
E_HOMO (eV): -8.764

Atom charges from the Mulliken analysis, given in e for atoms 1 to 6:
1 O -0.326
2 N -0.196
3 N -0.229
4 N -0.432
5 N -0.678
6 C -0.096

# 5
Formula: C3H4N4O
Source: the Open Molecules 2025 dataset
Level of theory: wB97M-V/def2-TZVPD

Structure (XYZ):
```
12
Properties=species:S:1:pos:R:3:forces:R:3
O -0.583 2.091 0.057 1.77 -0.94 0.17
N -2.554 0.098 -0.129 0.31 0.76 0.33
N -0.201 -0.135 0.219 1.18 -0.27 0.31
N 1.685 1.208 -0.158 -2.44 -2.05 0.48
N 0.925 -0.963 0.037 -1.07 -0.38 0.40
C -1.490 -0.562 -0.108 -0.56 -2.31 -1.05
C 0.229 1.166 0.076 -0.63 2.69 -0.67
C 1.950 -0.068 -0.125 1.54 0.24 0.26
H -1.518 -1.645 -0.453 0.25 1.21 0.62
H 0.920 -1.797 0.667 0.55 1.16 -0.85
H 2.974 -0.460 -0.224 -0.58 0.15 0.08
H -2.338 1.069 0.142 -0.32 -0.25 -0.09
```
Positions in Å, forces in eV/Å.

Computed properties:
Calculated total energy (a.u.): -410.94739
Gap between HOMO and LUMO (eV): 10.239
2S+1: 1
Largest force on an atom (eV/A): 3.22
M (g mol⁻¹): 112.092
SMILES string: [H]/N=C\n1[nH]cnc1=O
E_HOMO (eV): -9.834

Atom charges from the Mulliken analysis, given in e for atoms 1 to 6:
1 O -0.610
2 N -0.617
3 N 0.192
4 N -0.454
5 N -0.387
6 C 0.070

# 6
Formula: C3H4N4O
Source: the Open Molecules 2025 dataset
Level of theory: wB97M-V/def2-TZVPD

Structure (XYZ):
```
12
Properties=species:S:1:pos:R:3:forces:R:3
O 2.320 -1.049 0.053 -2.06 0.89 -0.77
N 0.037 -1.174 -0.237 0.59 1.09 0.43
N -2.312 -1.312 0.190 2.33 1.17 -0.26
N 1.016 0.884 0.227 -0.87 -0.63 0.02
N -1.369 0.821 -0.146 3.51 0.84 0.02
C -1.252 -0.590 -0.045 -1.40 -1.38 0.42
C 1.084 -0.425 -0.024 -0.10 -3.77 0.37
C -0.199 1.412 -0.045 -3.15 1.54 -0.95
H 1.756 1.519 0.244 1.60 0.53 0.04
H -3.037 -0.614 0.349 -0.33 -0.19 -0.18
H -0.078 2.469 -0.322 -0.71 -0.20 0.57
H 2.034 -1.940 -0.242 0.59 0.10 0.30
```
Positions in Å, forces in eV/Å.

Computed properties:
Calculated total energy (a.u.): -410.97236
Gap between HOMO and LUMO (eV): 9.422
2S+1: 1
Largest force on an atom (eV/A): 3.79
M (g mol⁻¹): 112.092
SMILES string: [H]/N=c1\nc[nH]c(O)n1
E_HOMO (eV): -9.100

Atom charges from the Mulliken analysis, given in e for atoms 1 to 6:
1 O -0.482
2 N -0.520
3 N -0.658
4 N -0.107
5 N -0.494
6 C 0.461

# 7
Formula: C3H4N4O4
Source: the Open Molecules 2025 dataset
Level of theory: wB97M-V/def2-TZVPD

Structure (XYZ):
```
15
Properties=species:S:1:pos:R:3:forces:R:3
O -1.158 -3.170 -0.759 -0.24 -0.25 0.25
O 0.916 -1.822 0.836 -9.01 0.99 3.78
O 3.184 -2.580 0.449 1.46 -0.80 -0.12
O -2.889 -2.244 0.177 -1.08 -0.47 0.56
N 2.474 -0.870 -0.748 0.93 2.16 -1.64
N -1.099 -1.040 -0.213 -1.47 0.90 0.40
N -1.769 -2.292 -0.210 1.16 0.41 -0.41
N 2.422 -1.756 0.055 5.39 -1.81 -0.92
C 1.228 -0.132 -0.753 -2.89 -5.71 -2.47
C 0.194 -0.814 0.276 5.37 -1.20 -1.38
C -0.978 -0.097 0.883 0.24 -2.35 0.34
H 1.477 0.799 -0.509 0.31 4.24 0.19
H -1.042 0.860 0.574 -0.31 3.14 -1.26
H 0.771 -0.465 -1.805 0.72 1.94 2.01
H -1.162 -0.164 1.927 -0.57 -1.17 0.67
```
Positions in Å, forces in eV/Å.

Computed properties:
Calculated total energy (a.u.): -636.22075
Gap between HOMO and LUMO (alpha / beta) (eV): 6.480 / 6.128
2S+1: 3
Largest force on an atom (eV/A): 9.82
M (g mol⁻¹): 160.089
E_HOMO (alpha / beta) (eV): -6.672 / -10.030
⟨S²⟩: 2.0124

Atom charges from the Mulliken analysis, given in e for atoms 1 to 6:
1 O -0.534
2 O -0.351
3 O -0.653
4 O -0.569
5 N -0.730
6 N -0.227

# 8
Formula: C3H4N4S2
Source: the Open Molecules 2025 dataset
Level of theory: wB97M-V/def2-TZVPD

Structure (XYZ):
```
13
Properties=species:S:1:pos:R:3:forces:R:3
S 0.443 2.311 0.566 -0.17 -0.95 0.78
S -0.042 -0.580 -3.088 -0.75 -1.41 -0.52
N 0.030 -0.140 1.422 0.74 1.37 -1.40
N -0.503 -2.258 -1.041 -1.59 4.69 4.23
N -0.523 0.323 -0.903 -0.65 0.41 3.29
N 0.634 0.551 2.421 0.00 2.05 1.49
C 0.792 1.852 2.218 0.17 -2.20 -1.24
C -0.526 -0.904 -1.479 2.62 -2.47 -3.62
C -0.032 0.642 0.371 -1.12 0.17 -0.73
H -0.767 -2.477 -0.019 0.72 0.44 -2.46
H -0.484 1.095 -1.600 0.00 -1.30 0.66
H 1.329 2.562 2.820 -0.10 -0.26 0.57
H -0.350 -2.978 -1.687 0.14 -0.54 -1.06
```
Positions in Å, forces in eV/Å.

Computed properties:
Calculated total energy (a.u.): -1132.05749
Gap between HOMO and LUMO (eV): 8.298
2S+1: 1
Largest force on an atom (eV/A): 6.51
M (g mol⁻¹): 160.227
SMILES string: NC(=S)Nc1nncs1
E_HOMO (eV): -8.219

Atom charges from the Mulliken analysis, given in e for atoms 1 to 6:
1 S -0.126
2 S -0.505
3 N -0.226
4 N -0.379
5 N -0.238
6 N -0.465

# 9
Formula: C3H4N5
Source: the Open Molecules 2025 dataset
Level of theory: wB97M-V/def2-TZVPD

Structure (XYZ):
```
12
Properties=species:S:1:pos:R:3:forces:R:3
N -0.922 -0.005 2.152 0.78 -1.11 2.57
N -1.235 0.311 0.907 -2.23 1.82 -1.57
N -1.256 -0.638 -0.572 -0.01 -1.27 0.24
N 0.117 -0.380 -0.638 -0.16 -1.39 -1.12
N -1.161 -1.879 -1.298 0.66 -0.75 -0.67
C 0.103 -1.654 -1.477 1.36 2.54 3.48
C 0.313 0.465 2.049 -0.26 -2.47 -3.38
C 0.139 0.560 0.520 2.16 1.14 -0.38
H -1.743 -0.055 -1.221 -1.27 1.01 -0.07
H 0.359 1.497 0.047 0.15 0.88 0.25
H 1.194 0.595 2.640 -0.24 0.50 1.12
H 1.076 -1.915 -1.901 -0.94 -0.89 -0.47
```
Positions in Å, forces in eV/Å.

Computed properties:
Calculated total energy (a.u.): -389.84847
Gap between HOMO and LUMO (alpha / beta) (eV): 8.372 / 8.372
2S+1: 1
Largest force on an atom (eV/A): 4.52
M (g mol⁻¹): 110.100
E_HOMO (alpha / beta) (eV): -15.089 / -15.089
Charge: +1

Atom charges from the Mulliken analysis, given in e for atoms 1 to 6:
1 N -0.418
2 N 0.161
3 N 0.452
4 N -0.217
5 N -0.624
6 C 0.223

# 10
Formula: C3H4N8S
Source: the Open Molecules 2025 dataset
Level of theory: wB97M-V/def2-TZVPD

Structure (XYZ):
```
16
Properties=species:S:1:pos:R:3:forces:R:3
S 3.290 -0.723 -4.037 0.42 0.12 -1.15
N 2.986 -1.124 -2.489 -1.30 -0.53 3.61
N 0.610 1.202 -1.726 1.26 -1.09 0.16
N 3.519 -2.053 -1.835 0.63 1.33 -3.91
N -0.507 0.696 0.074 1.47 -0.40 -1.34
N 3.164 -2.285 -0.600 0.36 -1.83 2.86
N -0.429 1.988 -1.584 -0.54 0.77 -0.48
N 2.228 -1.527 -0.135 -1.65 2.33 -1.11
N -1.097 1.718 -0.541 -0.90 0.12 0.88
C 0.591 0.368 -0.682 -2.06 1.91 0.03
C -0.992 0.097 1.277 -0.25 -0.01 0.79
C 1.490 -0.636 -0.440 2.41 -2.46 -0.10
H -2.075 0.211 1.306 0.12 -0.08 -0.02
H -0.558 0.593 2.150 -0.07 -0.09 -0.10
H 2.401 0.291 -4.000 0.17 -0.14 -0.08
H -0.717 -0.958 1.293 -0.08 0.05 -0.04
```
Positions in Å, forces in eV/Å.

Computed properties:
Calculated total energy (a.u.): -952.72109
Gap between HOMO and LUMO (alpha / beta) (eV): 7.359 / 7.358
2S+1: 1
Largest force on an atom (eV/A): 4.17
M (g mol⁻¹): 184.188
E_HOMO (alpha / beta) (eV): -8.288 / -8.287

Atom charges from the Mulliken analysis, given in e for atoms 1 to 6:
1 S -0.148
2 N 0.182
3 N -0.110
4 N -0.156
5 N 0.582
6 N -1.001

Among the records above, which one has the highest M?
C3H4N8S

What is the M in the second record?
112.092 g mol⁻¹